DFT (the ωB97M-V functional and the def2-TZVPD basis) results for 2 unconnected molecules or ions with the total composition C5H12N.

Atoms and positions in Å:
C 2.768 0.538 -0.364
C 0.753 -0.456 -0.270
C 0.893 -1.886 -0.479
C -1.715 -0.191 -0.505
C -0.329 0.325 -0.887
N -0.145 1.753 -0.410
H 2.831 1.399 0.291
H 3.469 -0.249 -0.140
H 0.288 -2.397 0.278
H 1.919 -2.208 -0.319
H 0.536 -2.230 -1.454
H -1.858 -1.179 -0.933
H -2.499 0.456 -0.891
H -1.813 -0.270 0.575
H -0.229 0.345 -1.980
H -0.425 1.822 0.576
H -0.684 2.432 -0.959
H 0.875 1.930 -0.477

Results
HOMO (alpha / beta), eV: -12.60 / -13.27
Energy relative to the best compared isomer or geometry (same formula, charge and spin), eV: 6.454
Orbital gap (alpha / beta), eV: 8.02 / 8.69
Maximum force, eV/Å: 4.564
Total charge: +1
LUMO (alpha / beta), eV: -4.5872 / -4.5793